Model 1:
Entry from the OMol25 dataset: a cluster of 2 separate species, C4H12IN2 in total (wB97M-V/def2-TZVPD).

Geometry as XYZ:
```
19
Properties=species:S:1:pos:R:3:lowdin_charge:R:1
C 2.6137 0.3054 -1.8173 -0.078
C -3.1854 -1.1597 0.8159 -0.141
C 2.2751 0.8911 -0.4306 -0.298
C 1.0096 0.6528 0.2245 -0.783
N -0.0725 0.2549 -0.2809 0.098
N -2.0910 -0.3489 1.2733 -0.103
I 0.9134 1.2882 2.2222 1.027
H 1.8070 0.1753 -2.4956 0.048
H 3.2984 1.0464 -2.3372 0.111
H 3.0699 -0.7041 -1.7659 0.094
H -3.0815 -2.1763 1.1427 0.072
H -4.1972 -0.8043 1.2340 0.123
H -3.1236 -1.0768 -0.2913 0.090
H 3.0306 0.6160 0.3196 0.104
H 2.4399 2.0160 -0.5844 0.161
H 0.0765 -0.2395 -1.2508 0.185
H -1.0518 0.0501 0.3406 0.055
H -2.4138 0.2728 1.9724 0.074
H -1.3174 -1.0596 1.7088 0.163
```

Properties
**2S+1**: 1
**Net charge**: +1
**HOMO**: -14.1 eV
**Kohn-Sham gap**: 10.33 eV
**Lowest unoccupied orbital energy**: -3.781 eV

=====

Model 2:
Entry from the OMol25 dataset: the ion C4H12IN2 with charge +1 (wB97M-V/def2-TZVPD).

Geometry as XYZ:
```
19
Properties=species:S:1:pos:R:3:lowdin_charge:R:1
C 1.3437 -1.1454 1.0277 -0.101
C -1.1691 0.9993 1.1574 0.001
C 0.4398 -1.2528 -0.1939 -0.300
C 0.1277 0.0824 -0.8334 -0.754
N -1.1974 0.0348 -1.8078 0.061
N -0.1843 1.1909 0.1122 -0.042
I 1.8809 0.7929 -2.0649 0.885
H 1.4836 -2.1780 1.3861 0.111
H 2.1773 -0.5033 0.7758 0.056
H 0.8888 -0.4966 1.7530 0.046
H -2.1286 0.9000 0.7780 0.090
H -0.9736 0.1564 1.8203 0.113
H -1.1571 1.9207 1.6348 0.098
H 0.9331 -1.9330 -1.0765 0.167
H -0.4667 -1.7652 0.2093 0.130
H -0.9230 0.5640 -2.6691 0.052
H -1.2499 -0.8860 -2.1592 0.045
H -0.4790 2.0318 -0.4626 0.193
H 0.6537 1.4871 0.6129 0.149
```

Properties
**2S+1**: 1
**Net charge**: +1
**HOMO**: -13.7 eV
**Kohn-Sham gap**: 9.57 eV
**Lowest unoccupied orbital energy**: -4.168 eV

=====

Which of them is the least stable? Correct choice: model 2.

=====

Model 1:
Entry from the OMol25 dataset: a cluster of 2 separate species, CH7N2O2P in total (wB97M-V/def2-TZVPD).

Geometry as XYZ:
```
13
Properties=species:S:1:pos:R:3:lowdin_charge:R:1
C 0.8908 0.9226 -0.3396 -0.205
N -0.1472 -1.4142 2.1747 0.041
N -2.0600 -0.2511 -1.0089 0.029
O 3.1805 -0.3338 0.6552 -0.352
O 1.0325 -1.0102 1.7444 -0.383
P 1.7622 -0.5699 0.3665 0.699
H 0.8620 0.7798 -1.4103 0.020
H -0.1652 1.0584 0.0944 0.057
H 1.7056 1.6182 -0.1965 0.032
H -1.0843 -0.1487 -1.3809 0.004
H -0.9922 -0.7890 1.9155 0.069
H -2.5731 -0.5668 -1.7392 -0.042
H -2.4114 0.7047 -0.8753 0.029
```

Properties
**2S+1**: 1
**Net charge**: 0
**HOMO (spin up / spin down)**: -9.8 / -8.8 eV
**Kohn-Sham gap (spin up / spin down)**: 8.41 / 8.44 eV
**Lowest unoccupied orbital energy (spin up / spin down)**: -1.354 / -0.357 eV

=====

Model 2:
Entry from the OMol25 dataset: the molecule CH7N2O2P (wB97M-V/def2-TZVPD).

Geometry as XYZ:
```
13
Properties=species:S:1:pos:R:3:lowdin_charge:R:1
C 0.7649 0.9963 -0.6750 -0.268
N -0.9699 -0.0430 1.7537 -0.064
N 1.8974 0.2006 -0.2569 -0.027
O -2.1603 0.5596 -0.5480 -0.332
O -0.4960 -1.6351 -0.6799 -0.249
P -0.8894 0.2087 0.0658 0.714
H 0.7957 1.9806 -0.2609 0.066
H 0.4668 1.0532 -1.6795 0.068
H -0.3227 -0.7388 2.0531 0.037
H -1.9415 -0.1626 1.9654 0.048
H 1.9736 -0.5449 -0.9206 0.060
H -0.9779 -1.5837 -1.4147 -0.097
H 1.8593 -0.2911 0.5975 0.045
```

Properties
**2S+1**: 1
**Net charge**: 0
**HOMO**: -9.6 eV
**Kohn-Sham gap**: 10.18 eV
**Lowest unoccupied orbital energy**: 0.574 eV

=====

Which of them is the least stable? Correct choice: model 1.

=====

Model 1:
Entry from the OMol25 dataset: a cluster of 2 separate species, FH5Si2 in total (wB97M-V/def2-TZVPD).

Geometry as XYZ:
```
8
Properties=species:S:1:pos:R:3:lowdin_charge:R:1
F -0.8617 2.5313 0.8189 -0.340
Si 0.1207 -1.6324 -1.4678 0.582
Si -0.0456 1.3191 1.5142 0.581
H -0.5790 -1.2071 -2.7005 -0.185
H -0.0560 -0.6151 -0.4021 -0.277
H 0.0107 -3.1618 -1.2110 -0.151
H 1.1239 1.1153 0.5041 -0.090
H 0.2870 1.6507 2.9443 -0.119
```

Properties
**2S+1**: 1
**Net charge**: 0
**HOMO (spin up / spin down)**: -7.9 / -8.2 eV
**Kohn-Sham gap (spin up / spin down)**: 6.79 / 7.42 eV
**Lowest unoccupied orbital energy (spin up / spin down)**: -1.057 / -0.792 eV

=====

Model 2:
Entry from the OMol25 dataset: a cluster of 2 separate species, FH5Si2 in total (wB97M-V/def2-TZVPD).

Geometry as XYZ:
```
8
Properties=species:S:1:pos:R:3:lowdin_charge:R:1
F 1.7953 1.8187 -0.2232 -0.341
Si -1.0783 -0.7052 1.2064 0.551
Si 0.9524 0.7298 -1.0813 0.529
H -2.6111 -0.6748 1.1025 -0.149
H -0.8707 -0.3300 2.5369 -0.202
H -0.6451 -2.0336 0.4084 -0.134
H 0.4045 1.2566 -2.2498 -0.152
H 2.0530 -0.0614 -1.6999 -0.101
```

Properties
**2S+1**: 1
**Net charge**: 0
**HOMO**: -8.4 eV
**Kohn-Sham gap**: 7.41 eV
**Lowest unoccupied orbital energy**: -1.031 eV

=====

Which of them is the least stable? Correct choice: model 1.

=====

Model 1:
Entry from the OMol25 dataset: a cluster of 2 separate species, C4H13N4O in total (wB97M-V/def2-TZVPD).

Geometry as XYZ:
```
22
Properties=species:S:1:pos:R:3:lowdin_charge:R:1
C 0.2571 -2.1077 -1.1382 -0.015
C 0.3779 -0.6898 -1.6336 -0.573
O 1.1532 0.1491 -1.2148 0.034
N -0.6749 -0.3161 -2.4280 0.136
H 0.0103 -2.1694 -0.0981 0.063
H 1.0205 -2.7852 -1.6500 0.108
H -1.0263 0.5904 -2.6853 0.103
H -1.0193 -1.0583 -3.0166 0.087
H -0.4714 -2.7252 -1.6960 0.068
C -1.7366 0.2875 1.2086 -0.115
C 0.6910 1.0517 1.3129 -0.535
N -0.3527 0.1942 1.7101 -0.051
N 0.3448 2.2888 0.7702 0.059
N 2.0250 0.7623 1.4127 0.087
H -0.1055 -0.7717 1.8501 0.083
H 0.0786 2.2187 -0.2019 0.056
H 0.5897 3.1591 1.2045 0.063
H 2.7052 1.3332 0.9507 0.074
H 2.4114 -0.0014 1.9417 0.069
H -2.1659 -0.7448 1.1749 0.077
H -1.7675 0.6766 0.2006 0.056
H -2.3444 0.6582 2.0255 0.065
```

Properties
**2S+1**: 2
**Net charge**: 0
**HOMO (spin up / spin down)**: -3.7 / -8.3 eV
**Kohn-Sham gap (spin up / spin down)**: 4.50 / 9.07 eV
**Lowest unoccupied orbital energy (spin up / spin down)**: 0.751 / 0.722 eV

=====

Model 2:
Entry from the OMol25 dataset: a cluster of 2 separate species, C4H13N4O in total (wB97M-V/def2-TZVPD).

Geometry as XYZ:
```
22
Properties=species:S:1:pos:R:3:lowdin_charge:R:1
C 2.0084 -2.1084 0.0849 -0.018
C 1.7026 -0.7439 0.6972 -0.554
O 0.5253 -0.5835 1.0615 -0.039
N 2.6761 0.0456 1.2602 0.126
H 2.1253 -2.8298 0.8925 0.082
H 2.8969 -1.9651 -0.5342 0.069
H 2.4238 0.7625 1.9203 0.092
H 3.4780 0.3388 0.7276 0.085
H 1.1402 -2.3762 -0.5032 0.068
C -0.9993 1.6686 -1.8695 -0.111
C -1.4899 0.2867 0.1210 -0.553
N -1.0590 0.3750 -1.1883 -0.033
N -1.7391 1.4916 0.7687 0.104
N -2.1063 -0.8165 0.6397 0.088
H -0.8334 -0.3939 -1.7827 0.100
H -1.0965 2.2524 0.8590 0.068
H -2.4198 1.3814 1.4996 0.070
H -1.8167 -1.1565 1.5458 0.071
H -2.3975 -1.5337 -0.0010 0.072
H -0.5263 1.4954 -2.8301 0.073
H -0.4707 2.4156 -1.2856 0.065
H -2.0222 1.9936 -2.0834 0.075
```

Properties
**2S+1**: 2
**Net charge**: 0
**HOMO (spin up / spin down)**: -3.4 / -8.7 eV
**Kohn-Sham gap (spin up / spin down)**: 4.29 / 9.45 eV
**Lowest unoccupied orbital energy (spin up / spin down)**: 0.901 / 0.781 eV

=====

Which of them is the least stable? Correct choice: model 1.